[1]
The following is a quantum chemistry calculation of a molecular structure, C5H8Cl2IrO2S2, from the OMol25 dataset.

Each line ends with the Löwdin charge.
Element x y z (Å)
Ir1 -0.3859 0.7608 1.8638  0.623
Cl1 -1.3212 0.7316 -1.7502  0.590
C1 -1.1505 2.3465 -1.1122  -0.913
Cl2 -1.6323 2.4512 0.6296  0.594
H1 -1.8176 3.0258 -1.6303  0.045
H2 -0.1155 2.6628 -1.1669  0.029
C2 4.0257 -0.7607 3.4892  -0.014
O1 3.5531 0.0660 2.3880  -0.119
C3 2.2917 0.1774 2.1919  -1.202
S1 1.6756 1.1529 0.9316  0.640
S2 1.0548 -0.5330 3.1308  0.699
H3 5.1059 -0.7194 3.4258  0.108
H4 3.6662 -1.7785 3.3535  0.099
H5 3.6693 -0.3391 4.4262  0.100
C4 -2.4617 -1.5937 1.1542  -0.003
C5 -1.8797 -0.4417 1.8538  -0.553
O2 -2.2568 0.2351 2.7886  -0.028
H6 -3.1884 -2.0941 1.7916  0.108
H7 -1.6718 -2.2675 0.8302  0.101
H8 -2.9626 -1.2064 0.2632  0.097

Atomic forces in eV per Å
Ir 0.1879 0.4695 0.0025
Cl -0.0129 -0.0061 0.0344
C -0.0069 -0.0110 -0.0264
Cl 0.0092 -0.0801 -0.0053
H 0.0110 0.0221 0.0153
H -0.0012 0.0118 -0.0044
C 0.0045 0.0065 -0.0069
O 0.0008 -0.0214 -0.1027
C 0.0191 -0.2401 0.4991
S -0.2138 -0.0448 -0.2099
S 0.0957 0.0605 -0.2254
H -0.0005 0.0043 0.0092
H -0.0038 0.0024 -0.0059
H 0.0075 0.0014 0.0084
C 0.0308 -0.0419 -0.0088
C 0.0531 0.0334 0.0520
O -0.1814 -0.1601 -0.0021
H 0.0035 -0.0029 -0.0040
H -0.0093 -0.0065 -0.0037
H 0.0070 0.0029 -0.0153

The net charge is +1. The highest occupied orbital energy is -12.63 eV. For the energy relative to the best compared isomer or geometry (same formula, charge and spin), the calculation gives 0.0 kcal/mol. The calculated total energy comes out at -58957.290 eV. For the strongest force on any atom, the calculation gives 0.0108 Eh/bohr.

[2]
The following is a quantum chemistry calculation of 2 unconnected molecules or ions with the total composition C6H15N at a distorted geometry, from the OMol25 dataset.

Each line ends with the Löwdin charge.
Element x y z (Å)
C1 0.4263 -1.2762 -1.8297  -0.469
N1 -0.4402 -1.3277 -0.6940  -0.110
C2 -0.6522 1.3662 -0.1003  -0.189
C3 0.0590 0.5811 0.8845  -0.109
C4 -0.3473 -0.3770 1.9381  -0.095
C5 -0.9933 2.3637 1.1363  -0.063
C6 1.8842 -1.3211 -1.3191  -0.155
H1 0.4200 -0.3534 -2.4733  0.082
H2 0.4243 -2.1418 -2.4973  0.087
H3 -1.2931 -1.7962 -1.0043  0.002
H4 0.0042 1.9116 -0.7854  0.119
H5 -1.4003 0.8049 -0.6527  0.109
H6 1.1042 0.8872 0.8897  0.119
H7 -0.5208 -0.0131 2.9556  0.088
H8 -1.2775 -0.8823 1.6854  0.081
H9 0.4171 -1.1552 1.9717  0.089
H10 -1.9203 1.9662 1.5775  0.086
H11 -1.3891 3.2105 0.5567  0.085
H12 -0.3322 2.6751 1.9392  0.092
H13 2.0635 -0.5080 -0.6001  0.032
H14 2.6877 -1.3268 -2.0734  0.062
H15 2.0036 -2.1789 -0.6450  0.059

Atomic forces in eV per Å
C 2.1123 0.5376 0.4346
N 0.7471 -0.4598 -0.1103
C 1.0062 0.4587 1.9588
C 0.8485 -2.0839 -2.2142
C -1.0711 -0.5398 -0.0563
C -3.3879 0.6992 -1.7516
C 0.2248 -0.0420 0.9077
H -0.5461 -0.3017 0.0316
H -0.8067 -0.1000 -0.2505
H -0.3748 0.5717 0.4647
H -0.0136 -0.3889 0.1872
H -0.6198 0.6192 0.6445
H 0.0790 -0.1638 0.4628
H 0.5590 0.6429 -0.0776
H 0.0565 0.0522 -0.2830
H -0.0055 0.1165 -0.0018
H 0.5013 -0.0414 0.2429
H 0.4915 0.4639 0.6149
H 0.5939 -0.2403 -0.4726
H 0.0395 0.3651 -0.3889
H -0.3852 0.1005 0.1051
H -0.0488 -0.2658 -0.4480

The net charge is 0. The highest occupied orbital energy is -6.18 eV. For the energy relative to the best compared isomer or geometry (same formula, charge and spin), the calculation gives 144.2 kcal/mol. The calculated total energy comes out at -7949.514 eV. For the strongest force on any atom, the calculation gives 0.0754 Eh/bohr.

[3]
The following is a quantum chemistry calculation of C4H9NO2 in the gas phase, from the OMol25 dataset.

Each line ends with the Löwdin charge.
Element x y z (Å)
N1 -1.0920 1.4083 1.5446  0.133
C1 -0.1214 0.5255 1.1164  -0.498
O1 -0.5942 -0.7149 0.8207  -0.039
C2 1.1742 0.8425 0.9873  0.016
C3 0.1213 -1.4030 -0.2085  -0.173
C4 0.1146 -0.7043 -1.5746  -0.250
O2 -1.1410 -0.0903 -1.7525  -0.048
H1 -2.0230 1.0743 1.7371  0.099
H2 -0.7577 2.1298 2.1637  0.095
H3 1.5036 1.8689 0.9837  0.053
H4 1.9058 0.0505 0.9357  0.050
H5 1.1677 -1.5953 0.0680  0.113
H6 -0.3850 -2.3652 -0.2758  0.125
H7 0.9337 0.0253 -1.6548  0.112
H8 0.2939 -1.4884 -2.3324  0.120
H9 -1.1003 0.4362 -2.5587  0.093

Atomic forces in eV per Å
N -0.0051 0.0001 -0.1144
C 0.2806 0.1484 0.0091
O 0.0302 0.2094 0.0096
C 0.0847 0.0815 0.0877
C 0.0295 -0.2638 -0.1247
C 0.3060 -0.2056 0.1717
O -0.1376 0.1187 -0.3015
H 0.1890 -0.1628 -0.1933
H -0.1242 -0.1764 -0.0504
H 0.0241 0.0300 0.3459
H 0.0504 0.1920 -0.3410
H -0.3088 -0.0316 0.0509
H -0.0626 0.0665 -0.0192
H -0.2448 -0.1001 0.1530
H -0.0269 0.1375 0.1773
H -0.0846 -0.0439 0.1392

The net charge is 0. The highest occupied orbital energy is -7.79 eV. For the energy relative to the best compared isomer or geometry (same formula, charge and spin), the calculation gives 53.5 kcal/mol. The calculated total energy comes out at -9877.741 eV. Its SMILES is C=C(N)OCCO. For the strongest force on any atom, the calculation gives 0.0079 Eh/bohr.

What is the energy relative to the best compared isomer or geometry (same formula, charge and spin) in the second record?
144.2 kcal/mol

Look up the net charge of the second one.
0